(1)
A structure of composition C12H28AgFN4O4Pt at a distorted geometry. Source: the OMol25 dataset; level of theory: ωB97M-V with the def2-TZVPD basis set.

Geometry as XYZ:
```
51
Properties=species:S:1:pos:R:3:lowdin_spin:R:1
Ag -2.3432 -0.3891 -2.5199 0.00
Pt 1.5564 0.8997 -2.5320 1.61
F -0.3063 0.4150 -1.6106 0.13
C 2.6817 1.6267 0.5623 0.01
O 2.1771 1.6050 -0.5790 0.11
N 2.5546 0.6541 1.4456 0.01
C 3.0961 0.7815 2.8316 0.00
C 1.9938 -0.6285 1.1157 0.00
H 3.3060 2.4383 0.9447 0.00
H 2.6882 -0.0476 3.3970 0.00
H 2.7539 1.7435 3.2025 0.00
H 4.1824 0.7303 2.8241 0.00
H 2.7086 -1.4561 1.0901 0.00
H 1.2450 -0.9230 1.8543 0.00
H 1.4845 -0.6646 0.1537 0.00
C -2.9261 3.5223 -0.3364 0.00
O -4.1013 3.7853 -0.4495 0.00
N -1.9446 4.3735 0.0147 0.00
C -0.5702 3.9045 0.1194 0.00
C -2.1499 5.8043 0.1827 0.00
H -2.5735 2.4712 -0.3307 0.00
H -0.4234 3.0813 -0.5879 0.00
H -0.2726 3.5035 1.0910 0.00
H 0.0832 4.7205 -0.1818 0.00
H -2.1777 6.0239 1.2499 0.00
H -1.4345 6.4139 -0.3670 0.00
H -3.1120 6.1473 -0.1983 0.00
C 1.6517 -2.0814 -3.3746 0.01
O 2.1109 -1.2017 -2.5961 0.08
N 1.4452 -3.3313 -3.0271 0.01
C 0.7559 -4.2019 -3.9987 0.00
C 1.5236 -3.7954 -1.6624 0.00
H 1.4547 -1.8221 -4.4181 0.00
H 0.6644 -3.7145 -4.9635 0.00
H -0.2611 -4.3641 -3.6260 0.00
H 1.1693 -5.2055 -4.0533 0.00
H 2.1484 -4.6899 -1.5712 0.00
H 1.9644 -3.0745 -0.9839 0.00
H 0.5763 -4.1936 -1.2972 0.00
C -1.7727 -0.0723 1.7087 0.00
O -2.3610 0.7862 2.3251 0.00
N -1.9435 -1.4000 1.9079 0.00
C -1.3385 -2.3840 1.0294 0.00
C -2.6819 -1.9292 3.0390 0.00
H -1.1158 0.1415 0.8461 0.00
H -0.8615 -1.8257 0.2143 0.00
H -2.0406 -3.0311 0.5011 0.00
H -0.5703 -2.9035 1.6029 0.00
H -2.0394 -2.4897 3.7209 0.00
H -3.1855 -1.1653 3.6239 0.00
H -3.4696 -2.5877 2.6666 0.00
```

Calculated values
<S²> = 2.0035
Energy relative to the best compared isomer or geometry (same formula, charge and spin) = 3.286 eV
Multiplicity = 3
Charge = +2
Highest occupied orbital energy (spin up / spin down) = -13.3 / -13.3 eV
Kohn-Sham gap (spin up / spin down) = 4.7925 / 3.9968 eV



(2)
A cluster of 7 separate species, C12H28BClO25P2S7 in total at a distorted geometry. Source: the OMol25 dataset; level of theory: ωB97M-V with the def2-TZVPD basis set.

Geometry as XYZ:
```
76
Properties=species:S:1:pos:R:3:lowdin_charge:R:1
O 0.3597 -8.0716 4.9135 -0.44
P -0.9457 -7.1399 4.1531 0.54
Cl -2.7536 -7.9407 5.0148 0.13
B -0.7330 -5.2961 4.6331 -0.53
P -0.4082 -4.6025 6.3877 0.23
S -1.9786 -4.6227 7.5539 0.09
H 1.1400 -7.8979 4.2773 0.06
H -0.8466 -4.5030 3.7415 -0.02
H -0.0275 -3.1946 6.2071 -0.02
H 0.6814 -5.2184 7.1006 -0.03
O -0.5610 -2.6658 3.2950 -0.29
S -0.7001 -2.6269 1.8562 0.67
O 0.2872 -3.1739 0.9548 -0.23
O -1.0082 -1.0875 1.4165 -0.19
C -2.2531 -1.0314 0.7220 -0.17
C -3.0823 -2.1864 1.2771 -0.16
O -2.1556 -3.2528 1.4684 -0.19
H -2.0537 -1.1669 -0.3459 0.13
H -2.7352 -0.0631 0.8813 0.14
H -3.8829 -2.4884 0.5978 0.14
H -3.5098 -1.9314 2.2526 0.14
O -1.1545 0.4789 -2.4337 -0.24
S -0.6877 1.5046 -1.5275 0.68
O -1.5735 2.2685 -0.6799 -0.22
O 0.2463 2.5413 -2.3706 -0.31
C 1.5503 2.5834 -1.7937 -0.13
C 1.7575 1.2135 -1.1534 -0.16
O 0.4910 0.8653 -0.5989 -0.19
H 1.5637 3.3770 -1.0396 0.14
H 2.2996 2.7984 -2.5602 0.14
H 2.5271 1.2282 -0.3779 0.11
H 2.0146 0.4613 -1.9067 0.14
O -6.9802 -0.9006 -5.4317 -0.24
S -6.5135 0.1251 -4.5254 0.68
O -7.3992 0.8890 -3.6778 -0.24
O -5.5795 1.1618 -5.3685 -0.19
C -4.2754 1.2040 -4.7916 -0.17
C -4.0682 -0.1660 -4.1513 -0.17
O -5.3347 -0.5142 -3.5968 -0.20
H -4.2620 1.9975 -4.0375 0.13
H -3.5261 1.4190 -5.5582 0.14
H -3.2987 -0.1513 -3.3759 0.11
H -3.8111 -0.9182 -4.9046 0.14
O 4.3594 0.1030 0.2631 -0.32
S 5.1525 -1.0919 0.0777 0.71
O 6.4813 -1.0747 -0.4882 -0.22
O 4.2532 -2.1769 -0.7420 -0.19
C 4.1215 -3.3676 0.0327 -0.17
C 4.2184 -2.9196 1.4886 -0.16
O 5.2068 -1.8921 1.4979 -0.19
H 4.9468 -4.0375 -0.2293 0.13
H 3.1704 -3.8609 -0.1850 0.13
H 4.5038 -3.7353 2.1573 0.14
H 3.2740 -2.4829 1.8303 0.12
O 2.5850 0.2551 2.3668 -0.22
S 3.8178 0.9589 2.6427 0.71
O 5.0159 0.7866 1.8546 -0.28
O 4.1922 0.7321 4.2132 -0.19
C 4.2766 1.9960 4.8694 -0.17
C 3.3314 2.9173 4.1030 -0.17
O 3.4844 2.5530 2.7331 -0.19
H 5.3112 2.3471 4.8004 0.13
H 3.9955 1.8989 5.9214 0.14
H 3.5691 3.9735 4.2500 0.14
H 2.2890 2.7363 4.3861 0.13
O -0.7734 3.4997 -3.5677 -0.24
S -1.8287 4.4882 -3.5853 0.71
O -2.9850 4.4206 -2.7223 -0.22
O -2.3389 4.6600 -5.1242 -0.20
C -2.1738 6.0173 -5.5312 -0.17
C -0.9998 6.5485 -4.7131 -0.17
O -1.1486 5.9617 -3.4223 -0.19
H -3.0958 6.5583 -5.2948 0.13
H -1.9861 6.0727 -6.6068 0.14
H -1.0002 7.6389 -4.6434 0.14
H -0.0447 6.2110 -5.1294 0.13
```

Calculated values
SMILES = OP(Cl)B[PH2]=S.O=S1(=O)OCCO1.O=S1(=O)OCCO1.O=S1(=O)OCCO1.O=S1(=O)OCCO1.O=S1(=O)OCCO1.O=S1(=O)OCCO1
Multiplicity = 1
Highest occupied orbital energy = -8.5 eV
Kohn-Sham gap = 6.5042 eV



(3)
A structure of composition C12H28ClNO4Si2. Source: the OMol25 dataset; level of theory: ωB97M-V with the def2-TZVPD basis set.

Geometry as XYZ:
```
48
Properties=species:S:1:pos:R:3:lowdin_charge:R:1
C 3.2240 -1.3200 -1.3916 -0.08
C 3.6580 -0.0804 -0.6332 -0.28
O 2.7718 0.9957 -0.8507 -0.14
C 2.1562 1.5111 0.3138 -0.19
C 1.6608 2.9190 0.0706 -0.18
O 0.3936 2.8757 -0.5444 -0.13
C -0.4772 3.9447 -0.2818 -0.19
C -1.7335 3.3846 0.3695 -0.20
O -1.3179 2.5167 1.4005 -0.24
C -2.3904 1.9520 2.1395 -0.32
Si -1.6766 0.4295 3.0148 0.59
O -1.9679 -0.9651 2.1624 -0.38
Si -0.9764 -1.3347 0.8584 0.51
C -1.5061 -0.2528 -0.5922 -0.22
C -1.9124 -0.9343 -1.8721 -0.30
N -1.9105 -0.2850 -2.9652 0.09
C -1.2056 -3.1886 0.5912 -0.28
C -0.0537 -4.0039 -0.0086 -0.79
C 0.0893 -3.8124 -1.5116 -0.13
Cl 1.5060 -3.6922 0.8014 0.62
H 3.0913 -1.1012 -2.4495 0.08
H 2.2987 -1.7340 -0.9937 0.01
H 4.0056 -2.0758 -1.3072 0.08
H 3.7463 -0.3272 0.4272 0.11
H 4.6513 0.2196 -0.9769 0.12
H 2.8840 1.5516 1.1311 0.13
H 1.3179 0.8785 0.6170 0.09
H 1.6276 3.4359 1.0323 0.13
H 2.3721 3.4346 -0.5817 0.13
H -0.7362 4.4347 -1.2219 0.13
H -0.0351 4.6874 0.3865 0.12
H -2.3611 4.1821 0.7756 0.13
H -2.2962 2.8387 -0.3959 0.12
H -2.7377 2.6446 2.9162 0.08
H -3.2375 1.7103 1.4941 0.09
H -2.2195 0.3480 4.3849 -0.03
H -0.2126 0.6221 3.0836 -0.01
H 0.4219 -1.0359 1.2021 0.00
H -2.3378 0.3950 -0.3112 0.07
H -0.6828 0.4197 -0.8451 0.07
H -2.2240 -1.9801 -1.8636 0.09
H -2.2254 -0.8710 -3.7357 0.04
H -2.1101 -3.4005 0.0194 0.08
H -1.3975 -3.5852 1.5921 0.08
H -0.2642 -5.0564 0.1729 0.09
H -0.8807 -3.9881 -1.9733 0.08
H 0.4255 -2.7989 -1.7277 0.06
H 0.8062 -4.5131 -1.9319 0.08
```

Calculated values
Multiplicity = 1
Highest occupied orbital energy = -9.3 eV
Kohn-Sham gap = 10.0916 eV



(4)
A structure of composition C12H28F6N2O4SbTi. Source: the OMol25 dataset; level of theory: ωB97M-V with the def2-TZVPD basis set.

Geometry as XYZ:
```
54
Properties=species:S:1:pos:R:3:lowdin_spin:R:1
Ti 0.1693 0.1102 -1.6791 0.00
C -2.6438 1.4812 -0.4315 0.00
C -1.9566 2.4559 -1.3516 0.00
O -1.4527 1.6240 -2.4025 0.00
C -1.0234 2.3047 -3.5892 0.00
C -0.8837 1.1945 -4.5902 0.00
O -0.1404 0.1638 -3.9155 0.00
C -0.4339 -1.1779 -4.3524 0.00
C -1.5983 -1.6938 -3.5359 0.00
O -1.3570 -1.3494 -2.1473 0.00
C -2.5383 -1.5002 -1.3307 0.00
C -2.2473 -0.8663 0.0072 0.00
O -1.6848 0.4357 -0.2048 0.00
H -3.5356 1.0777 -0.9145 0.00
H -2.9210 1.9360 0.5197 0.00
H -1.1283 2.9742 -0.8629 0.00
H -2.6590 3.1871 -1.7524 0.00
H -0.0782 2.8169 -3.3991 0.00
H -1.7757 3.0279 -3.9054 0.00
H -0.3424 1.5076 -5.4826 0.00
H -1.8668 0.8125 -4.8706 0.00
H 0.4664 -1.7605 -4.1869 0.00
H -0.6731 -1.1877 -5.4150 0.00
H -1.6981 -2.7757 -3.6248 0.00
H -2.5367 -1.2199 -3.8334 0.00
H -2.7709 -2.5602 -1.2212 0.00
H -3.3657 -1.0037 -1.8433 0.00
H -1.4966 -1.4342 0.5509 0.00
H -3.1548 -0.8050 0.6087 0.00
F 0.9741 1.6566 -1.4867 0.00
Sb 4.9897 -0.0520 0.4342 0.00
F 4.0588 -1.1162 -0.8089 0.00
F 1.4093 -0.9127 -2.3447 0.00
F 4.2334 -0.9684 1.9212 0.00
F 0.5824 -0.5193 -0.0478 0.00
F 3.5736 1.2363 0.5195 0.00
C 1.6670 -2.1338 3.9982 0.00
C 1.5277 -0.6207 4.0912 0.03
C 2.7367 -0.0045 4.7932 0.01
C 0.2181 -0.2234 4.7776 0.02
N 1.4953 -0.1346 2.6926 0.51
N 1.3763 1.1364 2.3921 0.39
H 1.6714 -2.5509 5.0033 0.00
H 2.5979 -2.4119 3.5043 0.00
H 0.8236 -2.5746 3.4620 0.00
H 2.7897 -0.4008 5.8061 0.00
H 2.6618 1.0815 4.8869 0.00
H 3.6576 -0.2619 4.2718 0.00
H 0.2301 -0.5987 5.7995 0.00
H -0.6408 -0.6571 4.2640 0.00
H 0.0935 0.8593 4.8196 0.00
H 1.3770 -0.7713 1.9100 0.01
H 1.5173 1.3695 1.4142 0.01
H 1.7055 1.7980 3.0832 0.01
```

Calculated values
<S²> = 0.7537
Energy relative to the best compared isomer or geometry (same formula, charge and spin) = 0.000 eV
Multiplicity = 2
Charge = +2
Highest occupied orbital energy (spin up / spin down) = -15.2 / -16.9 eV
Kohn-Sham gap (spin up / spin down) = 8.6440 / 10.3646 eV



Respective DFT total energy values: -1359.427139 -6309.756134 -1868.944157 -2573.112300 Eh.